w | Here is a single C4H5NO2S molecule from the Open Molecules 2025 dataset. Energies are from the ωB97M-V functional and the def2-TZVPD basis.

Values from the calculation:
Spin multiplicity: 1
HOMO (alpha / beta), eV: -7.82 / -7.86
HOMO-LUMO gap (alpha / beta), hartree: 0.283 / 0.291

Each line ends with the natural charge from an NBO analysis.
CARTESIAN COORDINATES (ANGSTROEM)
S  0.699  0.928  1.327  0.3069
O  0.993  -1.618  0.846  -0.6687
O  -0.785  1.929  -0.738  -0.6514
N  2.796  -0.254  -1.698  -0.3167
C  1.300  -0.366  0.404  -0.0494
C  -1.648  -0.153  0.148  -0.6924
C  2.102  -0.255  -0.774  0.1842
C  -0.502  0.855  0.000  0.1948
H  -1.266  -1.298  0.326  0.2439
H  -2.268  0.061  1.021  0.2310
H  -2.239  -0.188  -0.816  0.2334
H  1.362  -2.315  0.249  0.5006
H  -0.545  2.675  -0.295  0.4840

x | Here is a molecular structure, C4H5NO2S from the Open Molecules 2025 dataset. Energies are from the ωB97M-V functional and the def2-TZVPD basis.

Values from the calculation:
Spin multiplicity: 1
HOMO, eV: -9.82
HOMO-LUMO gap, hartree: 0.364

Each line ends with the natural charge from an NBO analysis.
CARTESIAN COORDINATES (ANGSTROEM)
S  -1.361  1.238  0.322  0.6178
O  1.453  1.717  -0.761  -0.6396
O  1.845  0.360  1.441  -0.9057
N  -2.574  0.119  0.364  -0.5770
C  -0.742  -1.172  -0.416  -0.2842
C  -0.175  0.028  -0.127  -0.2610
C  1.250  0.502  -0.357  0.4236
C  -2.153  -1.068  -0.024  0.0212
H  -2.862  -1.851  -0.105  0.2048
H  1.833  -0.191  -1.002  0.1907
H  2.793  0.226  1.627  0.4626
H  -0.409  -2.207  -0.857  0.2557
H  1.103  2.298  -0.105  0.4911

Of them, the most stable is x and the least stable is w.

w | Here is 8 unconnected molecules or ions with the total composition C48H120N8O16 from the Open Molecules 2025 dataset. Energies are from the ωB97M-V functional and the def2-TZVPD basis.

Values from the calculation:
Spin multiplicity: 1
HOMO, eV: -8.40
HOMO-LUMO gap, hartree: 0.318
Structure (SMILES): COCCNCCOC.COCCNCCOC.COCCNCCOC.COCCNCCOC.COCCNCCOC.COCCNCCOC.COCCNCCOC.COCCNCCOC

Each line ends with the Löwdin charge.
CARTESIAN COORDINATES (ANGSTROEM)
O  -0.966  -8.056  -4.484  -0.2018
O  2.660  -5.040  -7.498  -0.1883
O  -9.724  -9.818  1.664  -0.2157
O  -0.916  -1.731  9.862  -0.1933
O  -1.223  0.198  -3.478  -0.1719
O  -6.507  -3.930  1.664  -0.1992
O  -0.436  8.375  -2.486  -0.2194
O  -6.714  3.128  7.079  -0.2211
O  5.591  4.417  -6.023  -0.1928
O  2.904  5.396  -9.299  -0.1930
O  -3.856  6.886  6.298  -0.1936
O  6.483  -3.369  1.459  -0.2131
O  0.061  1.886  0.856  -0.2088
O  2.070  13.346  -3.421  -0.2060
O  1.572  -4.538  4.558  -0.1767
O  4.562  -4.837  6.393  -0.1886
N  0.923  0.639  -1.560  -0.0744
N  6.516  -3.541  4.476  -0.0631
N  -0.028  -3.692  6.886  -0.0650
N  0.082  -6.782  -7.107  -0.0663
N  -5.910  5.358  4.785  -0.0718
N  5.115  3.772  -8.618  -0.0596
N  -7.830  -7.370  2.170  -0.1061
N  1.835  10.266  -3.134  -0.0351
C  0.119  0.046  -3.757  -0.2748
C  1.438  1.643  0.650  -0.2117
C  -9.921  -11.167  1.238  -0.0960
C  6.939  -3.519  0.097  -0.0908
C  0.976  -6.612  -8.275  -0.1874
C  1.513  -5.150  -8.336  -0.2175
C  5.720  -4.180  6.672  -0.2705
C  1.534  0.362  -0.240  -0.1750
C  -8.906  -9.626  2.793  -0.2085
C  7.045  -2.417  3.723  -0.2162
C  0.141  -4.509  4.598  -0.2360
C  3.393  4.366  -10.160  -0.2251
C  5.496  4.160  -4.591  -0.0729
C  -7.664  -5.975  2.487  -0.1839
C  -2.004  -7.959  -3.476  -0.0871
C  3.121  12.386  -3.639  -0.2011
C  -2.856  7.930  6.069  -0.0664
C  2.451  14.557  -2.884  -0.1416
C  -8.746  -8.065  3.067  -0.1923
C  1.475  5.530  -9.293  -0.0976
C  -1.433  7.313  -2.386  -0.0789
C  3.239  -3.799  -7.448  -0.1462
C  0.912  -0.433  -2.520  -0.2144
C  -5.483  -3.302  0.919  -0.1128
C  -0.406  -3.443  5.480  -0.2269
C  4.692  -6.233  6.061  -0.0762
C  4.922  4.197  -10.011  -0.1968
C  -2.019  0.500  -4.664  -0.0763
C  0.906  7.988  -2.904  -0.2026
C  -0.197  -2.776  9.247  -0.2179
C  -6.034  3.033  5.799  -0.2064
C  2.055  -5.586  3.734  -0.1256
C  -0.294  2.876  1.779  -0.1105
C  -0.355  -6.772  -4.724  -0.2341
C  6.463  3.542  -6.737  -0.2557
C  6.520  3.923  -8.189  -0.2051
C  1.523  9.025  -3.880  -0.2232
C  -6.565  4.016  4.717  -0.1595
C  0.718  -6.861  -5.812  -0.2013
C  -0.387  -2.528  7.710  -0.1817
C  -5.173  7.286  6.251  -0.2642
C  5.915  -3.035  5.698  -0.2133
C  -6.566  -5.334  1.531  -0.2072
C  7.530  -2.856  2.302  -0.2163
C  -6.179  2.245  8.059  -0.1105
C  2.532  11.077  -4.155  -0.2225
C  -0.828  -1.849  11.249  -0.1385
C  -6.071  6.040  6.077  -0.2009
H  5.398  5.168  -10.145  0.1094
H  7.453  3.471  -6.287  0.1136
H  -7.473  -5.855  3.553  0.1201
H  3.135  -5.639  3.598  0.0745
H  -4.591  -3.926  0.867  0.0778
H  5.354  3.565  -10.788  0.1170
H  -5.602  -5.834  1.625  0.1128
H  -0.057  -2.481  5.104  0.1149
H  0.085  -6.274  -3.861  0.1104
H  2.746  14.397  -1.847  0.0882
H  1.221  -7.821  -5.696  0.1240
H  3.116  15.098  -3.557  0.0903
H  0.631  0.922  -4.156  0.1198
H  3.622  12.178  -2.693  0.1200
H  7.063  -2.564  -0.413  0.0837
H  0.943  6.998  -3.357  0.1068
H  -6.210  1.230  7.664  0.0825
H  0.037  1.118  -1.477  0.1032
H  6.127  2.510  -6.640  0.1186
H  -7.084  6.439  6.128  0.1170
H  5.018  -2.531  5.338  0.1242
H  8.332  -3.584  2.425  0.1148
H  2.539  -0.042  -0.369  0.1109
H  -9.729  -7.599  2.987  0.1098
H  0.860  -2.779  9.514  0.1164
H  1.805  -7.298  -8.446  0.1130
H  0.247  -0.667  -4.571  0.1101
H  0.958  10.671  -2.839  0.1093
H  2.540  -2.978  -7.291  0.0833
H  1.943  -0.649  -2.798  0.1154
H  4.604  3.573  -4.375  0.0772
H  0.969  4.601  -9.033  0.0804
H  -3.034  0.644  -4.293  0.0835
H  -1.491  6.694  -3.282  0.0788
H  -1.492  -3.361  5.448  0.1234
H  -5.934  5.370  6.927  0.1048
H  2.930  3.399  -9.961  0.1174
H  -8.027  -7.624  1.212  0.1139
H  1.078  6.278  -8.606  0.0836
H  -1.995  -0.318  -5.383  0.0823
H  -7.915  -10.044  2.615  0.1152
H  -1.582  -7.352  -2.675  0.0767
H  -1.108  -6.046  -5.031  0.1166
H  -5.478  7.899  7.100  0.1185
H  -5.325  7.931  5.386  0.1157
H  -8.436  -7.977  4.108  0.1103
H  5.429  5.065  -3.986  0.0832
H  -10.470  -11.212  0.298  0.0857
H  -9.364  -10.111  3.655  0.1125
H  -1.307  3.168  1.500  0.0863
H  -2.088  -9.003  -3.176  0.0884
H  1.596  7.893  -2.066  0.1130
H  -6.840  -5.494  0.488  0.1128
H  0.467  -1.358  -2.153  0.1130
H  -1.223  -0.949  11.720  0.0872
H  0.872  9.214  -4.733  0.1144
H  5.445  -6.404  5.292  0.0878
H  -10.381  -11.728  2.052  0.0855
H  -2.620  7.790  5.014  0.0832
H  5.769  -3.888  3.891  0.1043
H  0.186  -2.027  11.605  0.0857
H  1.789  11.326  -4.913  0.1157
H  -3.165  8.962  6.231  0.0819
H  3.690  -6.564  5.789  0.0710
H  0.368  -1.820  7.369  0.1119
H  0.695  -4.444  -8.200  0.1202
H  -4.969  3.178  5.980  0.1159
H  1.339  -5.974  -5.688  0.1146
H  -0.466  -7.610  -7.289  0.1062
H  -0.243  -5.482  4.903  0.1260
H  -5.134  2.456  8.287  0.0807
H  -1.927  7.815  6.627  0.0784
H  -2.902  -7.466  -3.847  0.0841
H  6.489  -2.263  6.211  0.1175
H  1.902  1.440  1.615  0.1124
H  5.422  -3.681  7.595  0.1179
H  -5.819  -3.125  -0.103  0.0861
H  -0.241  -4.229  3.616  0.1199
H  6.950  4.916  -8.325  0.1164
H  1.700  -5.525  2.705  0.0861
H  7.166  3.258  -8.762  0.1203
H  -6.708  2.390  9.001  0.0877
H  -2.418  7.675  -2.091  0.0821
H  3.166  4.597  -11.201  0.1131
H  1.708  -4.944  -9.389  0.1090
H  -0.988  6.756  -1.561  0.0789
H  0.936  -3.980  6.973  0.1068
H  5.020  -6.799  6.933  0.0819
H  3.686  -3.546  -8.409  0.0844
H  7.819  -1.875  4.267  0.1192
H  -8.634  -5.559  2.215  0.1121
H  -6.109  2.007  5.440  0.1083
H  6.265  3.458  -4.269  0.0772
H  3.817  12.774  -4.382  0.1167
H  -7.610  4.214  4.954  0.1172
H  -0.633  -3.712  9.596  0.1186
H  6.236  -1.722  3.501  0.1113
H  6.038  -3.994  -0.292  0.0872
H  4.563  4.372  -8.023  0.0906
H  -8.951  -11.584  0.966  0.0803
H  -4.916  5.261  4.629  0.0904
H  0.423  -6.734  -9.206  0.1078
H  -6.291  3.636  3.732  0.1122
H  -1.465  -2.640  11.646  0.0845
H  -1.369  -2.059  7.635  0.1212
H  7.815  -4.169  0.100  0.0870
H  3.338  10.540  -4.656  0.1174
H  2.385  8.492  -4.280  0.1125
H  4.003  -3.760  -6.672  0.0913
H  7.959  -1.965  1.843  0.1101
H  1.976  2.504  0.252  0.1168
H  1.129  5.780  -10.296  0.0802
H  1.011  -0.451  0.262  0.1078
H  1.521  15.111  -2.758  0.0865
H  -1.819  1.414  -5.225  0.0818
H  0.351  3.752  1.705  0.0881
H  -0.371  2.449  2.779  0.0865
H  1.853  -6.566  4.165  0.0839
H  6.625  -4.774  6.789  0.1308
H  -5.135  -2.404  1.430  0.0868

x | Here is 8 unconnected molecules or ions with the total composition C48H120N8O16 from the Open Molecules 2025 dataset. Energies are from the ωB97M-V functional and the def2-TZVPD basis.

Values from the calculation:
Spin multiplicity: 1
HOMO, eV: -8.21
HOMO-LUMO gap, hartree: 0.316
Structure (SMILES): COCCNCCOC.COCCNCCOC.COCCNCCOC.COCCNCCOC.COCCNCCOC.COCCNCCOC.COCCNCCOC.COCCNCCOC

Each line ends with the Löwdin charge.
CARTESIAN COORDINATES (ANGSTROEM)
O  1.878  1.268  1.859  -0.1875
O  -4.660  -9.960  9.222  -0.2128
O  -5.469  -10.013  -9.062  -0.2085
O  19.704  -3.260  -4.198  -0.1707
O  -5.240  -11.712  3.645  -0.2213
O  -1.137  -5.244  -9.173  -0.2085
O  -7.390  -2.462  -5.412  -0.1793
O  0.830  10.731  6.366  -0.2221
O  -9.252  0.662  -10.802  -0.1977
O  -3.680  3.442  -5.300  -0.2141
O  0.280  14.588  4.505  -0.1599
O  -7.779  7.914  -5.169  -0.2091
O  1.271  -3.981  -0.415  -0.1842
O  13.804  -4.190  -1.340  -0.1735
O  3.166  5.695  11.531  -0.2174
O  0.872  9.159  13.343  -0.2149
N  -5.560  -11.498  6.852  -0.0651
N  -3.709  -7.787  -8.757  -0.1068
N  17.257  -4.532  -2.795  -0.1061
N  -8.663  -1.244  -7.650  -0.0647
N  2.845  -1.973  0.350  -0.0873
N  -4.836  5.867  -5.212  -0.0744
N  2.355  12.438  4.857  -0.0438
N  2.847  7.178  13.929  -0.0718
C  -6.482  -10.855  -8.614  -0.1504
C  -5.595  -12.673  6.051  -0.2413
C  18.698  -4.364  -2.407  -0.1632
C  14.875  -4.422  -2.317  -0.1737
C  -5.812  -10.772  9.155  -0.2429
C  -7.116  -3.352  -4.272  -0.0661
C  2.402  -3.576  -1.235  -0.1784
C  -9.924  0.313  -12.082  -0.0556
C  0.063  15.916  4.836  -0.1369
C  12.617  -3.902  -1.915  -0.1921
C  -8.724  -0.363  -9.968  -0.2401
C  0.680  1.940  2.243  -0.0908
C  -5.475  4.744  -4.523  -0.1954
C  1.751  9.363  14.456  -0.1865
C  1.702  0.149  1.001  -0.2620
C  2.603  10.996  4.753  -0.2051
C  1.413  14.370  3.650  -0.2185
C  3.020  4.714  10.518  -0.1048
C  0.289  -4.598  -1.153  -0.1555
C  -2.347  -7.435  -8.937  -0.2071
C  -0.295  8.436  13.655  -0.1013
C  -5.469  -11.943  8.262  -0.1933
C  -0.856  -3.969  -9.700  -0.1066
C  -8.984  -0.126  -8.505  -0.2429
C  -4.613  -9.061  10.397  -0.0656
C  3.940  5.320  12.661  -0.2018
C  1.965  12.965  3.561  -0.2290
C  2.971  -0.643  0.986  -0.1875
C  16.302  -4.495  -1.670  -0.1801
C  -4.220  -10.761  4.109  -0.0660
C  -2.174  -6.078  -9.675  -0.2031
C  -7.333  -1.884  -7.733  -0.2029
C  -5.790  6.750  -5.856  -0.1907
C  -6.505  7.602  -4.729  -0.2297
C  2.274  10.523  6.189  -0.1488
C  -4.507  3.581  -4.112  -0.1460
C  2.830  -2.094  -1.070  -0.2125
C  -5.904  -8.612  -9.406  -0.1295
C  20.504  -3.255  -5.403  -0.1009
C  0.299  11.433  7.417  -0.1424
C  -6.146  -12.229  4.664  -0.1823
C  4.135  6.558  13.568  -0.1896
C  -4.660  -7.784  -9.895  -0.1693
C  -2.610  2.594  -5.179  -0.1539
C  -7.879  9.167  -5.799  -0.0981
C  3.042  8.495  14.514  -0.1951
C  -7.115  -2.973  -6.654  -0.2634
C  19.585  -4.523  -3.674  -0.2552
H  20.217  -3.926  -6.212  0.0811
H  -7.130  9.185  -6.590  0.0832
H  -6.493  -11.904  -8.910  0.0843
H  0.190  1.186  2.860  0.0854
H  -7.397  -2.823  -3.361  0.0799
H  16.462  -5.202  -0.855  0.1206
H  4.730  6.318  14.449  0.1138
H  -1.780  -8.256  -9.375  0.1115
H  -6.511  -10.869  -7.524  0.0817
H  -1.918  2.808  -4.364  0.0801
H  4.711  7.332  13.060  0.1044
H  14.848  -3.647  -3.084  0.1124
H  20.549  -4.806  -3.251  0.1134
H  0.108  2.250  1.369  0.0861
H  2.486  9.471  6.379  0.1153
H  -7.453  -10.455  -8.905  0.0762
H  -6.063  -3.194  -6.835  0.1168
H  -3.798  3.789  -3.311  0.1163
H  -6.537  -10.064  8.753  0.1234
H  -1.453  -3.165  -9.268  0.0845
H  2.092  10.455  3.957  0.1123
H  -6.529  6.145  -6.380  0.1120
H  0.098  7.420  13.676  0.0790
H  2.471  5.083  9.651  0.0898
H  1.082  12.140  7.692  0.0886
H  3.878  -1.970  -1.341  0.1218
H  2.166  -1.343  -1.498  0.1101
H  2.228  15.094  3.677  0.1187
H  19.322  -5.275  -4.417  0.1238
H  1.334  12.228  3.064  0.1098
H  -4.798  -10.122  4.777  0.0678
H  -3.492  -11.286  4.727  0.0807
H  1.474  12.417  5.351  0.0764
H  -6.582  -13.174  4.342  0.1106
H  -1.948  -7.306  -7.930  0.1199
H  3.760  -0.096  0.470  0.1256
H  -6.823  -11.385  4.796  0.1171
H  2.370  -3.859  -2.287  0.1148
H  12.585  -3.083  -2.633  0.0826
H  21.590  -3.353  -5.376  0.0827
H  4.000  4.538  10.074  0.0756
H  -0.258  16.450  3.941  0.0888
H  -7.712  9.892  -5.003  0.0901
H  0.559  -5.595  -1.499  0.0887
H  1.900  -2.288  0.519  0.0800
H  0.874  -0.497  1.294  0.1216
H  12.224  -4.684  -2.565  0.0814
H  -0.528  16.124  5.727  0.0892
H  1.175  9.242  15.374  0.1043
H  -8.521  0.804  -8.177  0.1166
H  -5.388  7.459  -6.580  0.1113
H  -6.603  -1.077  -7.677  0.1117
H  1.257  14.578  2.592  0.1120
H  3.141  -0.822  2.048  0.1196
H  -9.255  -1.287  -10.198  0.1243
H  14.712  -5.355  -2.857  0.1161
H  -6.657  7.029  -3.815  0.1046
H  -8.771  -0.977  -6.682  0.1020
H  -6.047  -3.558  -4.218  0.0811
H  -1.897  2.714  -5.994  0.0900
H  -0.033  10.727  8.179  0.0827
H  16.440  -3.466  -1.339  0.1062
H  2.720  12.958  2.776  0.1212
H  -0.659  -4.555  -0.616  0.0903
H  -3.873  -10.265  3.202  0.0927
H  -4.509  -12.397  8.509  0.1190
H  -4.567  -12.988  5.867  0.1131
H  11.908  -3.748  -1.102  0.0945
H  2.803  11.167  6.891  0.1149
H  -1.082  8.600  12.918  0.0907
H  -0.626  11.995  7.287  0.0844
H  3.655  10.787  4.561  0.1123
H  -6.015  5.174  -3.679  0.1018
H  -6.073  -12.827  8.465  0.1116
H  2.066  7.056  13.301  0.0875
H  -10.887  -0.177  -11.938  0.0834
H  4.812  4.872  12.183  0.1169
H  -4.740  -9.620  11.324  0.0764
H  2.722  3.762  10.958  0.0877
H  -4.991  -10.766  6.451  0.0872
H  -10.048  0.038  -8.334  0.1183
H  -3.840  -8.586  -8.152  0.1027
H  -0.606  8.774  14.644  0.0804
H  -7.645  -0.513  -9.954  0.1085
H  16.983  -4.127  -3.679  0.1025
H  -5.456  -8.372  10.344  0.0775
H  0.929  2.801  2.863  0.0860
H  -4.328  5.434  -5.971  0.0930
H  -9.194  -0.156  -12.742  0.0796
H  -3.087  -5.499  -9.537  0.1075
H  -7.744  -3.836  -6.873  0.1249
H  1.003  16.383  5.131  0.0800
H  -10.075  1.265  -12.590  0.0768
H  -6.686  -8.743  -10.154  0.1102
H  20.376  -2.286  -5.886  0.0812
H  18.790  -3.419  -1.871  0.1096
H  -8.865  9.227  -6.261  0.0909
H  -2.161  -6.141  -10.764  0.1131
H  3.211  -4.206  -0.865  0.1201
H  1.479  0.306  -0.054  0.1135
H  -6.099  -13.556  6.444  0.1175
H  -6.138  -11.148  10.125  0.1142
H  -2.950  1.569  -5.027  0.0887
H  -7.613  -4.306  -4.096  0.0805
H  -5.133  2.717  -3.890  0.1166
H  3.344  8.273  15.538  0.1144
H  -3.675  -8.508  10.436  0.0818
H  -0.960  -4.014  -10.784  0.0811
H  -6.220  4.257  -5.153  0.1128
H  -4.136  -8.004  -10.825  0.1140
H  3.794  9.069  13.973  0.1035
H  1.980  10.422  14.334  0.1175
H  3.393  4.599  13.268  0.1178
H  0.215  -3.876  -9.521  0.0879
H  0.030  -4.109  -2.093  0.0818
H  -6.326  -8.069  -8.561  0.1165
H  -7.043  -2.319  -8.689  0.1083
H  -4.945  -6.732  -9.923  0.0992
H  -5.877  8.447  -4.447  0.1202
H  18.844  -5.065  -1.586  0.1073

Of them, the most stable is w and the least stable is x.